1.
Molecular formula: C24H13BrF7NO2PSTi
Method: DFT, ωB97M-V/def2-TZVPD

For the HOMO energy, the calculation gives -11.988 eV. As for the orbital gap: 7.85 eV. Its net charge is +1. The energy relative to the best compared isomer or geometry (same formula, charge and spin) is 0.351 eV.

Element x y z (Å)
Ti (-1.393, 0.298, 0.190)
F (3.684, -5.661, -0.440)
C (3.112, -4.488, -0.262)
C (3.868, -3.402, 0.147)
F (5.166, -3.536, 0.352)
C (3.254, -2.171, 0.321)
F (4.031, -1.144, 0.659)
C (1.889, -1.996, 0.125)
P (1.106, -0.367, 0.334)
C (1.870, 0.404, 1.772)
C (2.169, 1.764, 1.780)
C (2.666, 2.346, 2.936)
C (2.851, 1.580, 4.078)
C (2.536, 0.228, 4.073)
C (2.041, -0.362, 2.925)
C (1.534, 0.529, -1.178)
C (2.769, 1.107, -1.454)
C (2.961, 1.756, -2.664)
C (1.936, 1.828, -3.599)
C (0.702, 1.249, -3.338)
C (0.513, 0.604, -2.127)
C (1.156, -3.098, -0.322)
Br (-0.676, -2.951, -0.734)
C (1.753, -4.329, -0.507)
F (1.057, -5.375, -0.927)
H (2.009, 2.368, 0.897)
H (2.905, 3.400, 2.944)
H (3.239, 2.040, 4.977)
H (2.675, -0.366, 4.966)
H (1.796, -1.418, 2.928)
H (3.571, 1.054, -0.729)
H (3.920, 2.208, -2.881)
H (2.101, 2.333, -4.541)
H (-0.092, 1.290, -4.072)
H (-0.443, 0.085, -1.947)
F (-6.017, -1.147, 1.620)
C (-6.410, -0.715, 0.420)
F (-6.577, -1.788, -0.368)
F (-7.606, -0.131, 0.569)
C (-5.422, 0.248, -0.195)
C (-5.882, 1.323, -0.941)
C (-4.989, 2.210, -1.534)
C (-3.644, 1.983, -1.376)
N (-3.198, 0.917, -0.698)
C (-4.043, 0.060, -0.089)
S (-3.173, -1.218, 0.744)
H (-6.947, 1.478, -1.043)
H (-5.337, 3.059, -2.103)
H (-2.892, 2.643, -1.791)
O (-1.362, 1.315, 1.617)
O (-0.740, 1.955, 0.491)

Mulliken atomic charge list, values in e, 6 entries: 0.118 -0.261 0.579 0.289 -0.268 0.262

=====

2.
Molecular formula: C24H13F5O3
Method: DFT, ωB97M-V/def2-TZVPD

For the HOMO energy, the calculation gives -8.392 eV. As for the orbital gap: 7.15 eV. Its SMILES is O=C1O/C(=C\c2cc(C(F)(F)F)ccc2F)C(O)=C1c1ccc(-c2ccccc2)c(F)c1. The energy relative to the best compared isomer or geometry (same formula, charge and spin) is 2.061 eV.

Element x y z (Å)
O (-2.238, 1.553, -0.070)
F (-1.820, -4.350, 4.307)
F (0.184, 2.133, -4.308)
F (-4.673, 1.435, 4.717)
F (-5.959, 0.175, 5.817)
F (-4.012, 0.959, 6.636)
O (0.906, -2.003, 0.394)
O (-1.853, 0.016, 1.650)
C (-1.519, 0.715, 0.484)
C (-0.116, -1.192, 0.551)
C (-0.421, -0.085, -0.178)
C (-0.991, -1.109, 1.694)
C (-1.169, -2.112, 2.724)
C (4.873, 2.269, -6.391)
C (4.659, 0.881, -6.079)
C (4.162, 3.323, -5.753)
C (-3.466, -3.157, 5.550)
C (1.943, 0.074, -1.150)
C (0.031, 0.900, -2.299)
C (3.701, 0.580, -5.123)
C (3.254, 3.001, -4.745)
C (2.795, 0.527, -2.169)
C (-4.159, -2.044, 5.913)
C (-3.004, -0.914, 4.143)
C (-2.402, -3.161, 4.626)
C (0.801, 1.448, -3.285)
C (0.582, 0.229, -1.203)
C (-2.136, -1.983, 3.937)
C (3.021, 1.608, -4.432)
C (2.198, 1.181, -3.319)
C (-3.936, -0.851, 5.208)
C (-4.669, 0.398, 5.560)
H (0.989, -2.577, 1.113)
H (-0.737, -3.098, 2.591)
H (5.640, 2.506, -7.145)
H (5.184, 0.099, -6.547)
H (4.411, 4.384, -5.943)
H (-3.813, -4.060, 6.107)
H (2.239, -0.317, -0.235)
H (-0.966, 1.034, -2.535)
H (3.495, -0.479, -4.891)
H (2.832, 3.759, -4.167)
H (3.845, 0.340, -2.158)
H (-4.970, -2.150, 6.703)
H (-2.717, 0.112, 3.698)

Mulliken atomic charge list, values in e, 6 entries: -0.574 -0.289 -0.321 -0.265 -0.251 -0.258

=====

3.
Molecular formula: C24H14Cl2IrN5O4
Method: DFT, ωB97M-V/def2-TZVPD

For the HOMO energy (spin up / spin down), the calculation gives -10.862 / -11.516 eV. As for the orbital gap (spin up / spin down): 7.26 / 5.98 eV. As for the spin multiplicity: 2. Its net charge is +1. The energy relative to the best compared isomer or geometry (same formula, charge and spin) is 0.000 eV.

Element x y z (Å)
Ir (0.029, -0.145, 0.175)
Cl (-3.825, -5.323, -1.879)
C (-2.702, -4.034, -1.843)
C (-2.679, -3.201, -0.759)
C (-1.753, -2.143, -0.723)
N (-1.676, -1.172, 0.223)
C (-2.346, -1.160, 1.437)
O (-3.325, -1.800, 1.726)
C (-1.694, -0.225, 2.438)
C (-2.251, -0.073, 3.690)
C (-1.626, 0.761, 4.605)
C (-0.464, 1.417, 4.234)
C (0.042, 1.216, 2.962)
N (-0.559, 0.414, 2.082)
C (-0.811, -1.983, -1.810)
C (-0.890, -2.817, -2.927)
C (-1.812, -3.834, -2.944)
Cl (-1.873, -4.879, -4.292)
N (0.035, -0.912, -1.682)
C (0.192, -0.016, -2.732)
O (0.370, -0.269, -3.893)
C (-0.073, 1.395, -2.247)
C (-0.052, 2.468, -3.114)
C (-0.452, 3.711, -2.645)
C (-0.875, 3.830, -1.330)
C (-0.863, 2.713, -0.514)
N (-0.458, 1.521, -0.960)
H (-3.374, -3.341, 0.053)
H (-3.156, -0.618, 3.921)
H (-2.038, 0.892, 5.597)
H (0.056, 2.071, 4.918)
H (0.954, 1.694, 2.630)
H (-0.207, -2.682, -3.752)
H (0.258, 2.301, -4.136)
H (-0.447, 4.572, -3.300)
H (-1.215, 4.776, -0.933)
H (-1.178, 2.755, 0.520)
O (2.729, -2.752, 1.573)
C (2.080, -1.820, 1.177)
O (0.776, -1.787, 1.070)
C (2.788, -0.539, 0.753)
C (4.157, -0.413, 0.875)
C (4.755, 0.777, 0.495)
C (3.961, 1.805, 0.008)
C (2.598, 1.610, -0.091)
N (2.023, 0.458, 0.274)
H (4.713, -1.255, 1.262)
H (5.826, 0.904, 0.577)
H (4.388, 2.750, -0.298)
H (1.942, 2.383, -0.470)

Mulliken atomic charge list, values in e, 6 entries: 1.031 -0.152 0.140 -1.091 0.985 0.098

=====

4.
Molecular formula: C24H15Cl5FMgN6O2S2
Method: DFT, ωB97M-V/def2-TZVPD

For the HOMO energy, the calculation gives -5.660 eV. As for the orbital gap: 7.88 eV. Its net charge is -1. The energy relative to the best compared isomer or geometry (same formula, charge and spin) is 0.000 eV.

Element x y z (Å)
Mg (-0.857, -0.462, -0.825)
Cl (2.428, 0.064, -0.375)
C (1.891, -1.519, 0.155)
C (0.523, -1.749, 0.294)
C (0.208, -3.008, 0.789)
Cl (-1.485, -3.401, 1.039)
C (1.142, -4.004, 1.076)
Cl (0.659, -5.562, 1.665)
C (2.491, -3.733, 0.877)
Cl (3.684, -4.940, 1.213)
C (2.872, -2.475, 0.418)
Cl (4.556, -2.123, 0.194)
C (-2.753, -0.218, 2.351)
C (-2.799, 0.805, 1.267)
N (-1.859, 0.996, 0.364)
C (-2.288, 2.056, -0.432)
C (-3.473, 2.517, 0.023)
N (-3.793, 1.714, 1.109)
C (-4.997, 1.798, 1.900)
N (-6.203, 1.739, 1.115)
N (-6.647, 2.867, 0.509)
N (-7.698, 2.601, -0.171)
C (-7.981, 1.257, -0.012)
C (-9.028, 0.488, -0.531)
C (-9.068, -0.839, -0.175)
C (-8.091, -1.400, 0.682)
C (-7.057, -0.656, 1.194)
C (-7.024, 0.692, 0.818)
H (-1.785, -0.714, 2.311)
H (-3.522, -0.980, 2.209)
H (-2.869, 0.244, 3.333)
H (-1.701, 2.356, -1.284)
H (-4.144, 3.279, -0.333)
H (-5.020, 2.731, 2.458)
H (-5.004, 0.961, 2.592)
H (-9.766, 0.928, -1.188)
H (-9.857, -1.474, -0.558)
H (-8.149, -2.454, 0.925)
H (-6.286, -1.104, 1.803)
O (-4.235, -1.874, 0.378)
S (-4.098, -1.555, -1.028)
O (-4.813, -0.395, -1.491)
N (-2.523, -1.498, -1.454)
C (-2.150, -2.550, -2.234)
S (-0.614, -2.819, -2.776)
C (-3.318, -3.445, -2.554)
C (-3.339, -4.603, -3.311)
C (-4.551, -5.262, -3.469)
C (-5.722, -4.771, -2.887)
C (-5.701, -3.612, -2.125)
C (-4.481, -2.981, -1.976)
H (-2.419, -4.965, -3.753)
H (-4.592, -6.173, -4.053)
H (-6.657, -5.299, -3.031)
H (-6.599, -3.219, -1.664)
F (-0.351, 0.649, -2.150)

Mulliken atomic charge list, values in e, 6 entries: 1.257 -0.226 1.022 -1.443 1.204 -0.145

=====

Number 1: energy -5989.46567 hartree, maximum force 0.278 eV/A. Number 2: energy -1647.33914 hartree, maximum force 6.159 eV/A. Number 3: energy -2522.35640 hartree, maximum force 0.212 eV/A. Number 4: energy -4800.12562 hartree, maximum force 1.046 eV/A.